# 1
{"formula": "C5H7NO", "method": "the ωB97M-V functional and the def2-TZVPD basis", "species": ["C", "C", "C", "C", "C", "N", "O", "H", "H", "H", "H", "H", "H", "H"], "coordinates": [[-0.37, 0.68, 0.86], [0.59, 0.88, -0.29], [-0.97, -0.95, 0.26], [0.65, 0.64, -1.60], [-0.33, -2.11, 0.23], [0.80, 2.10, 0.31], [1.52, 2.26, 1.32], [-1.29, 1.28, 0.86], [0.04, 0.29, 1.79], [-2.04, -0.89, 0.12], [1.28, 1.27, -2.22], [0.22, -0.24, -2.04], [0.76, -2.17, 0.29], [-0.87, -3.05, 0.10]], "lowdin_charge": [-0.0509, -0.3597, -0.1111, 0.0910, -0.0356, -0.0571, -0.0303, 0.1184, 0.1106, 0.0718, 0.0727, 0.0614, 0.0617, 0.0571], "lumo_energy_ha": -0.0093, "e_homo_ha": -0.32029, "e_above_lowest_kcal_mol": 163.0, "gap_ev": 8.5}

# 2
{"formula": "C28H29AuN2O3P", "method": "the ωB97M-V functional and the def2-TZVPD basis", "species": ["Au", "O", "C", "O", "C", "P", "C", "C", "C", "C", "C", "C", "C", "C", "C", "C", "C", "C", "H", "H", "H", "H", "H", "H", "H", "H", "H", "H", "H", "H", "C", "N", "C", "C", "C", "N", "C", "C", "O", "H", "H", "H", "H", "H", "H", "H", "H", "H", "H", "H", "H", "C", "C", "C", "C", "C", "C", "C", "C", "H", "H", "H", "H", "H"], "coordinates": [[1.37, -0.70, -0.26], [5.22, -0.71, 1.02], [4.04, -0.90, 0.98], [3.34, -0.64, -0.13], [3.27, -1.51, 2.16], [1.49, -1.65, 1.85], [0.90, -3.33, 2.04], [1.44, -4.27, 1.15], [1.05, -5.59, 1.23], [0.12, -5.99, 2.18], [-0.41, -5.06, 3.07], [-0.02, -3.73, 3.00], [0.63, -0.37, 2.78], [-0.72, -0.47, 3.13], [-1.36, 0.62, 3.70], [-0.68, 1.81, 3.89], [0.64, 1.93, 3.50], [1.30, 0.84, 2.94], [3.45, -0.88, 3.03], [3.68, -2.50, 2.40], [2.15, -3.96, 0.39], [1.47, -6.31, 0.54], [-0.19, -7.02, 2.24], [-1.12, -5.37, 3.82], [-0.40, -3.04, 3.74], [-1.28, -1.38, 2.95], [-2.40, 0.53, 4.00], [-1.19, 2.66, 4.33], [1.17, 2.87, 3.62], [2.32, 0.96, 2.62], [0.20, -1.77, -3.06], [-0.94, -0.95, -2.68], [-1.70, -0.36, -3.78], [-2.46, 0.85, -3.31], [-3.28, 0.47, -2.10], [-2.41, -0.12, -1.09], [-2.82, -0.03, 0.31], [-1.29, -0.77, -1.41], [-0.59, -1.28, -0.43], [-0.03, -2.23, -4.02], [0.36, -2.57, -2.34], [1.11, -1.16, -3.16], [-2.38, -1.12, -4.19], [-0.99, -0.11, -4.57], [-3.11, 1.22, -4.11], [-1.76, 1.65, -3.05], [-4.08, -0.23, -2.36], [-3.75, 1.35, -1.65], [-3.86, 0.26, 0.33], [-2.23, 0.72, 0.84], [-2.71, -0.99, 0.81], [1.03, 1.02, -1.39], [0.93, 2.19, -1.66], [0.81, 3.60, -1.91], [-0.44, 4.22, -1.87], [-0.55, 5.58, -2.09], [0.58, 6.34, -2.35], [1.83, 5.73, -2.39], [1.95, 4.37, -2.17], [-1.32, 3.62, -1.66], [-1.52, 6.05, -2.06], [0.49, 7.40, -2.53], [2.71, 6.32, -2.59], [2.92, 3.89, -2.21]], "lowdin_charge": [1.1299, 0.1334, -0.6421, -0.2121, -0.1939, 1.0006, -0.3486, -0.0932, -0.0578, -0.0513, -0.0557, -0.0759, -0.3379, -0.1017, -0.0674, -0.0498, -0.0472, -0.0804, 0.1030, 0.1125, 0.1109, 0.1154, 0.1154, 0.1150, 0.0973, 0.0925, 0.1164, 0.1159, 0.1183, 0.1094, -0.0347, -0.0718, -0.1255, -0.1337, -0.1256, -0.0508, -0.0066, -0.4637, -0.1916, 0.1012, 0.0852, 0.0816, 0.1377, 0.1353, 0.1296, 0.1056, 0.1372, 0.1291, 0.0981, 0.0931, 0.0886, -0.1199, -0.1247, -0.2658, -0.0520, -0.0797, -0.0789, -0.0726, -0.0322, 0.0989, 0.1049, 0.1062, 0.1080, 0.1187], "lumo_energy_ha": -0.1558, "e_homo_ha": -0.39237, "total_charge": 1, "gap_ev": 6.4}

# 3
{"formula": "C44H91Cl14F9O24S6", "method": "the ωB97M-V functional and the def2-TZVPD basis", "species": ["O", "S", "O", "O", "C", "C", "C", "H", "H", "H", "H", "H", "H", "H", "H", "O", "S", "O", "O", "C", "C", "C", "H", "H", "H", "H", "H", "H", "H", "H", "O", "S", "O", "O", "C", "C", "C", "H", "H", "H", "H", "H", "H", "H", "H", "O", "S", "O", "O", "C", "C", "C", "H", "H", "H", "H", "H", "H", "H", "H", "O", "S", "O", "O", "C", "C", "C", "H", "H", "H", "H", "H", "H", "H", "H", "O", "S", "O", "O", "C", "C", "C", "H", "H", "H", "H", "H", "H", "H", "H", "C", "C", "O", "C", "O", "C", "F", "F", "F", "H", "H", "H", "H", "H", "C", "C", "O", "C", "O", "C", "F", "F", "F", "H", "H", "H", "H", "H", "C", "C", "O", "C", "O", "C", "F", "F", "F", "H", "H", "H", "H", "H", "Cl", "C", "C", "Cl", "H", "H", "H", "H", "Cl", "C", "C", "Cl", "H", "H", "H", "H", "Cl", "C", "C", "Cl", "H", "H", "H", "H", "Cl", "C", "C", "Cl", "H", "H", "H", "H", "Cl", "C", "C", "Cl", "H", "H", "H", "H", "Cl", "C", "C", "Cl", "H", "H", "H", "H", "Cl", "C", "C", "Cl", "H", "H", "H", "H"], "coordinates": [[0.76, -0.31, -5.11], [0.34, 1.02, -5.51], [0.38, 1.47, -6.88], [-1.24, 1.10, -5.16], [-1.74, 0.38, -3.95], [-2.49, 1.44, -3.13], [0.97, 2.32, -4.37], [-0.98, -0.14, -3.33], [-2.44, -0.38, -4.26], [-3.00, 0.98, -2.27], [-3.29, 1.95, -3.68], [-1.81, 2.18, -2.74], [0.73, 3.31, -4.76], [2.07, 2.17, -4.33], [0.52, 2.12, -3.40], [-1.33, 4.07, -0.78], [-1.26, 5.28, -1.63], [-0.19, 5.58, -2.56], [-2.54, 5.10, -2.59], [-2.89, 6.08, -3.67], [-2.80, 5.27, -4.95], [-1.68, 6.72, -0.63], [-2.12, 6.87, -3.77], [-3.87, 6.47, -3.37], [-3.18, 5.87, -5.80], [-3.43, 4.39, -4.97], [-1.75, 5.07, -5.09], [-1.54, 7.67, -1.09], [-0.88, 6.62, 0.11], [-2.68, 6.51, -0.19], [4.64, -1.14, -1.83], [4.53, -0.47, -3.11], [4.46, 0.94, -3.19], [5.92, -1.01, -3.91], [7.15, -0.12, -3.57], [8.29, -0.73, -4.29], [3.34, -1.18, -4.11], [7.22, -0.11, -2.46], [6.92, 0.92, -3.87], [8.23, -0.58, -5.38], [8.40, -1.80, -4.09], [9.22, -0.28, -3.92], [2.39, -1.08, -3.56], [3.51, -2.25, -4.27], [3.21, -0.66, -5.03], [-5.10, 4.87, 0.78], [-4.60, 5.30, 2.07], [-4.30, 6.67, 2.35], [-5.66, 4.89, 3.18], [-6.25, 3.50, 3.12], [-7.78, 3.54, 3.03], [-3.24, 4.32, 2.58], [-5.85, 3.00, 4.00], [-5.89, 3.04, 2.18], [-8.16, 2.53, 3.03], [-8.00, 4.10, 2.11], [-8.21, 4.10, 3.87], [-3.47, 3.23, 2.58], [-3.03, 4.78, 3.56], [-2.46, 4.51, 1.88], [1.40, 3.28, 1.80], [1.05, 4.56, 2.40], [-0.27, 5.11, 2.53], [1.60, 4.45, 3.96], [2.66, 3.43, 4.23], [2.36, 3.09, 5.68], [2.06, 5.85, 1.71], [3.63, 3.87, 4.02], [2.46, 2.57, 3.62], [2.61, 3.93, 6.34], [2.89, 2.21, 6.07], [1.27, 2.97, 5.81], [1.78, 6.72, 2.31], [1.74, 6.07, 0.71], [3.12, 5.65, 1.67], [0.87, -1.52, -1.21], [1.05, -0.24, -0.52], [1.19, 0.94, -1.39], [-0.28, -0.05, 0.34], [-0.97, 1.29, 0.25], [-2.48, 1.04, 0.45], [2.34, -0.36, 0.62], [-0.86, 1.67, -0.78], [-0.51, 2.05, 0.85], [-2.76, 0.81, 1.47], [-2.72, 0.13, -0.16], [-2.99, 1.91, 0.05], [2.37, 0.64, 1.08], [3.20, -0.51, 0.00], [2.18, -1.22, 1.28], [2.53, -4.08, -1.93], [2.76, -5.35, -1.19], [3.12, -5.13, 0.27], [2.10, -4.85, 1.07], [0.92, -4.70, 0.76], [2.63, -4.64, 2.55], [3.64, -5.48, 2.88], [3.03, -3.38, 2.82], [1.62, -4.91, 3.40], [1.74, -3.50, -1.50], [2.40, -4.36, -3.00], [3.45, -3.49, -1.91], [3.62, -5.93, -1.46], [1.85, -6.00, -1.20], [-5.40, 3.84, -2.04], [-6.65, 3.30, -1.40], [-6.79, 1.84, -1.48], [-5.97, 1.05, -0.83], [-5.09, 1.30, 0.01], [-6.12, -0.42, -1.29], [-5.02, -1.13, -1.02], [-7.15, -1.04, -0.63], [-6.32, -0.48, -2.60], [-4.61, 3.23, -1.62], [-5.33, 4.91, -1.71], [-5.39, 3.84, -3.11], [-7.62, 3.62, -1.76], [-6.72, 3.57, -0.33], [-2.21, -7.98, 3.09], [-0.68, -7.73, 2.99], [-0.22, -8.91, 2.17], [0.88, -8.76, 1.41], [1.74, -7.86, 1.49], [1.04, -9.99, 0.44], [-0.10, -10.43, -0.18], [1.93, -9.66, -0.51], [1.53, -11.00, 1.20], [-2.47, -8.83, 3.73], [-2.51, -8.13, 2.06], [-2.62, -7.10, 3.55], [-0.20, -7.69, 3.96], [-0.41, -6.85, 2.40], [0.46, -1.92, 3.41], [-0.79, -0.65, 3.73], [0.01, 0.61, 4.01], [-1.03, 1.90, 4.57], [-1.30, -0.88, 4.68], [-1.46, -0.58, 2.87], [0.53, 0.95, 3.12], [0.75, 0.53, 4.79], [4.36, 3.12, 1.32], [4.22, 2.59, -0.40], [3.10, 3.26, -1.19], [3.45, 4.98, -1.62], [4.01, 1.53, -0.30], [5.16, 2.82, -0.90], [2.23, 3.28, -0.56], [3.03, 2.79, -2.15], [5.84, -0.79, 1.18], [5.80, -1.14, 2.92], [5.20, 0.02, 3.76], [3.41, -0.14, 3.76], [6.82, -1.24, 3.25], [5.22, -2.05, 3.04], [5.44, 0.97, 3.29], [5.56, -0.04, 4.78], [-2.21, -2.73, -2.88], [-0.76, -2.97, -3.76], [-1.02, -3.73, -5.03], [-1.88, -2.68, -6.25], [0.01, -3.39, -3.12], [-0.40, -1.97, -4.00], [-1.59, -4.65, -4.89], [-0.03, -3.93, -5.55], [8.50, -3.84, -2.60], [6.70, -3.49, -2.27], [6.49, -3.74, -0.83], [6.56, -5.49, -0.58], [6.17, -4.07, -2.99], [6.51, -2.42, -2.48], [5.50, -3.40, -0.52], [7.29, -3.31, -0.21], [-4.25, -4.60, 0.04], [-2.45, -4.40, 0.07], [-2.18, -2.97, 0.45], [-2.73, -2.66, 2.13], [-2.08, -4.69, -0.89], [-2.09, -5.06, 0.87], [-2.66, -2.30, -0.20], [-1.10, -2.75, 0.35], [-4.45, -0.64, 4.01], [-4.18, -0.14, 5.67], [-4.43, -1.20, 6.71], [-6.16, -1.28, 7.17], [-4.90, 0.65, 5.83], [-3.14, 0.11, 5.68], [-3.90, -0.94, 7.64], [-4.15, -2.24, 6.43]], "lowdin_charge": [-0.3232, 0.6371, -0.2807, -0.2687, -0.2255, -0.0438, -0.0699, 0.0878, 0.0692, 0.0665, 0.0830, 0.0472, 0.0719, 0.0654, 0.0358, -0.2888, 0.6241, -0.3004, -0.3201, -0.2066, -0.0596, -0.0814, 0.1179, 0.1201, 0.0881, 0.0703, 0.0730, 0.0665, 0.0563, 0.0762, -0.3284, 0.6056, -0.2549, -0.3124, -0.2132, -0.0962, -0.1308, 0.1210, 0.1196, 0.0967, 0.0099, 0.0922, 0.0653, 0.0909, 0.0678, -0.2953, 0.5715, -0.2691, -0.2725, -0.2095, -0.0576, -0.1268, 0.1134, 0.0958, 0.0812, 0.0814, 0.0800, 0.0790, 0.0881, 0.0260, -0.3606, 0.6205, -0.2835, -0.2766, -0.2583, -0.0832, -0.1256, 0.1042, 0.0372, 0.0857, 0.0747, 0.0534, 0.0778, 0.0457, 0.0374, -0.3048, 0.6120, -0.3027, -0.2625, -0.1815, -0.0620, -0.1688, 0.0691, 0.0798, 0.0581, 0.0801, 0.0581, 0.0546, 0.0148, 0.0352, -0.0638, -0.1449, 0.0118, -0.3775, 0.1107, -0.5100, 0.1552, 0.0902, 0.1217, 0.0392, 0.1039, 0.0598, 0.0961, 0.1398, -0.0564, -0.1645, 0.0459, -0.3391, 0.0875, -0.5166, 0.1409, 0.1404, 0.1765, 0.0623, 0.0945, 0.0729, 0.1249, 0.1000, -0.0468, -0.1314, 0.0003, -0.3186, 0.1249, -0.4853, 0.1313, 0.1564, 0.1508, 0.0811, 0.0780, 0.0735, 0.1229, 0.1064, 0.6230, -0.6225, -0.7070, 0.6567, 0.0619, -0.0090, 0.0400, 0.0355, 0.6264, -0.5846, -0.6161, 0.5653, 0.0251, 0.0728, 0.0356, 0.0271, 0.6313, -0.6238, -0.5679, 0.6188, 0.0664, 0.0505, 0.0381, 0.0750, 0.7230, -0.6883, -0.5882, 0.5364, 0.0561, 0.0178, 0.0678, 0.0887, 0.5289, -0.5849, -0.6970, 0.5810, 0.0671, 0.0342, 0.0449, 0.0659, 0.5327, -0.6497, -0.6659, 0.5818, 0.0334, 0.0550, -0.0048, 0.0645, 0.5782, -0.6841, -0.6358, 0.5296, 0.0494, 0.0125, 0.0744, 0.0780], "lumo_energy_ha": 0.0064, "e_homo_ha": -0.37349, "e_above_lowest_kcal_mol": 0.0, "gap_ev": 10.3}